The following is a DFT calculation (the ωB97M-V functional and the def2-TZVPD basis) of a molecular structure, C22H39Cl2N4O4Tm.

```
! RIJCOSX wB97M-V def2-TZVPD def2/J DEFGRID3
* xyz 0 3
O 2.04 1.21 -1.19
C 1.60 1.62 -2.32
C 1.41 3.14 -2.45
C 0.97 3.89 -1.36
H 0.65 3.38 -0.45
C 0.97 5.29 -1.44
H 0.67 5.85 -0.56
C 1.36 5.94 -2.61
H 1.36 7.03 -2.66
C 1.75 5.17 -3.72
H 2.04 5.66 -4.64
C 1.78 3.78 -3.64
H 2.10 3.17 -4.49
H 2.18 1.31 -3.19
C 0.35 -0.48 -3.71
C -0.06 0.69 -2.82
H 0.07 -0.29 -4.76
H -0.15 -1.45 -3.45
H 1.44 -0.64 -3.68
C -1.01 1.57 -3.25
C -2.08 1.33 -4.28
H -1.05 2.57 -2.83
H -1.98 2.07 -5.08
H -3.09 1.44 -3.88
H -2.04 0.34 -4.75
Tm -0.61 -0.15 -0.70
Cl -1.66 2.01 0.11
Cl -2.53 -1.09 -1.98
C -2.88 -1.08 1.28
O -1.71 -1.36 0.89
N -3.64 -1.92 1.97
C -3.19 -3.26 2.37
C -5.06 -1.65 2.17
H -3.32 -0.11 1.05
H -2.17 -3.43 2.04
H -3.86 -4.01 1.94
H -3.25 -3.36 3.47
H -5.28 -0.66 1.78
H -5.32 -1.69 3.24
H -5.67 -2.40 1.65
H 1.86 -5.03 -1.18
H 4.45 -4.04 -0.95
C 1.81 -4.21 -1.92
C 4.08 -3.24 -1.60
N 2.64 -3.09 -1.48
H 0.78 -3.88 -2.04
C 2.08 -1.98 -1.02
O 0.82 -1.82 -1.03
H 4.56 -2.29 -1.32
H 2.74 -1.18 -0.65
H 2.22 -4.59 -2.87
H 4.34 -3.49 -2.64
C 0.65 2.36 2.84
N 0.26 1.15 3.52
C -0.33 1.35 4.83
C 0.36 -0.04 2.85
O 0.51 -0.03 1.60
N 0.36 -1.22 3.54
C 0.08 -1.41 4.94
C 0.85 -2.41 2.87
H 1.27 2.96 3.52
H -0.24 2.96 2.57
H 1.20 2.12 1.93
H -1.31 0.87 4.93
H 0.34 1.03 5.65
H -0.47 2.44 4.95
H 0.19 -2.49 5.16
H 0.78 -0.88 5.60
H -0.96 -1.14 5.20
H 0.12 -3.23 2.98
H 1.01 -2.20 1.82
H 1.79 -2.75 3.34
*
```

Properties
HOMO-LUMO gap (alpha / beta) ... 6.875 / 6.881 eV
HOMO level (alpha / beta) ... -6.6 / -6.7 eV
ΔE to the lowest compared entry with this formula, charge and spin ... 208.6 kJ/mol

The following is a DFT calculation (the ωB97M-V functional and the def2-TZVPD basis) of a molecular structure, C22H39FKNO5Si2.

```
! RIJCOSX wB97M-V def2-TZVPD def2/J DEFGRID3
* xyz 0 1
C -4.44 -0.30 -5.47
C -3.56 0.95 -5.30
C -2.05 0.71 -5.56
C -1.45 2.07 -5.93
C -1.46 0.16 -4.28
C -1.83 -0.96 -3.67
C -1.20 -1.37 -2.39
O -0.94 -2.54 -2.17
C -0.87 -0.24 -1.49
C -0.45 0.89 -2.07
C -0.06 2.15 -1.38
C -1.20 3.17 -1.24
C -2.57 2.66 -1.64
F -0.94 4.27 -2.04
C -0.34 0.88 -3.56
O 0.61 1.35 -4.15
H -4.67 -0.68 -4.48
H -3.93 -1.11 -5.99
H -5.39 -0.08 -5.92
H -3.63 1.29 -4.28
H -3.92 1.77 -5.91
H -1.92 0.01 -6.38
H -0.39 2.00 -6.11
H -1.99 2.51 -6.76
H -1.57 2.71 -5.07
H -2.57 -1.63 -4.06
H -0.97 -0.33 -0.42
H 0.68 2.63 -2.01
H 0.44 1.95 -0.45
H -1.25 3.52 -0.22
H -3.31 3.32 -1.19
H -2.73 2.75 -2.71
H -2.79 1.66 -1.29
K -3.43 -2.66 -6.35
C 0.10 -1.43 6.73
Si 1.24 -2.04 5.35
C 2.08 -3.60 6.03
C 2.58 -0.71 5.17
N 0.34 -2.29 3.96
Si 0.92 -2.84 2.49
C 1.67 -4.58 2.56
C 2.19 -1.70 1.67
C -0.53 -2.95 1.27
H 0.66 -1.25 7.66
H -0.38 -0.49 6.44
H -0.68 -2.17 6.94
H 2.47 -3.43 7.04
H 2.92 -3.91 5.40
H 1.37 -4.42 6.08
H 2.15 0.18 4.71
H 3.42 -1.06 4.56
H 2.99 -0.42 6.15
H 2.64 -4.58 3.06
H 1.83 -4.98 1.55
H 1.01 -5.26 3.09
H 1.83 -0.66 1.68
H 2.37 -1.98 0.62
H 3.16 -1.73 2.18
H -0.98 -1.97 1.14
H -1.30 -3.63 1.65
H -0.20 -3.32 0.30
C 3.54 3.19 2.47
C 3.76 3.44 0.99
O 2.44 3.27 0.46
C 1.55 3.49 1.45
O 0.38 3.59 1.28
O 2.17 3.60 2.64
H 4.19 3.79 3.11
H 3.63 2.14 2.74
H 4.10 4.46 0.78
H 4.45 2.73 0.54
*
```

Properties
HOMO-LUMO gap ... 2.343 eV
HOMO level ... -5.0 eV

The following is a DFT calculation (the ωB97M-V functional and the def2-TZVPD basis) of a molecular structure, C22H40AsGeN2Si2Ti.

```
! RIJCOSX wB97M-V def2-TZVPD def2/J DEFGRID3
* xyz 0 2
Ti 0.39 -0.11 0.01
C 0.50 0.50 3.14
N 0.19 -0.36 1.99
C -0.15 -1.59 2.21
C -0.52 -2.43 1.14
C -0.85 -3.77 1.06
C -1.11 -4.03 -0.29
C -0.92 -2.83 -0.97
N -0.57 -1.85 -0.13
C 1.96 0.90 3.18
C 2.78 0.45 4.20
C 4.13 0.79 4.21
C 4.67 1.57 3.20
C 3.84 2.02 2.17
C 2.50 1.69 2.16
H 0.23 -0.02 4.06
H -0.12 1.38 3.07
H -0.15 -1.97 3.23
H -0.88 -4.48 1.89
H -1.39 -4.98 -0.73
H -1.02 -2.64 -2.02
H 2.37 -0.16 4.99
H 4.77 0.43 5.02
H 5.72 1.82 3.20
H 4.25 2.63 1.37
H 1.87 2.06 1.37
C -2.81 1.35 1.51
Ge -2.32 1.60 -0.37
C -3.23 3.22 -0.96
C -3.10 0.11 -1.38
C -0.38 1.69 -0.69
H -3.90 1.40 1.59
H -2.38 2.13 2.14
H -2.48 0.38 1.88
H -4.29 3.15 -0.72
H -3.11 3.36 -2.03
H -2.82 4.10 -0.44
H -4.15 0.33 -1.61
H -3.06 -0.81 -0.80
H -2.57 -0.05 -2.32
H 0.00 2.62 -0.27
H -0.27 1.73 -1.77
C 4.42 0.54 -3.73
Si 3.01 1.08 -2.62
C 3.64 2.36 -1.43
C 1.70 1.89 -3.69
As 2.06 -0.84 -1.72
Si 3.85 -1.71 -0.48
C 3.28 -2.43 1.15
C 4.58 -3.11 -1.47
C 5.24 -0.53 -0.11
H 4.72 1.34 -4.41
H 4.10 -0.32 -4.32
H 5.29 0.24 -3.14
H 4.02 3.23 -1.99
H 4.44 1.97 -0.80
H 2.82 2.71 -0.79
H 2.15 2.28 -4.62
H 1.23 2.72 -3.17
H 0.93 1.17 -3.97
H 2.37 -3.02 1.01
H 3.08 -1.64 1.89
H 4.05 -3.10 1.56
H 3.85 -3.92 -1.61
H 5.48 -3.53 -0.99
H 4.86 -2.75 -2.47
H 4.94 0.26 0.59
H 5.61 -0.06 -1.03
H 6.07 -1.10 0.33
*
```

Properties
HOMO-LUMO gap (alpha / beta) ... 6.976 / 7.216 eV
HOMO level (alpha / beta) ... -7.2 / -7.5 eV
ΔE to the lowest compared entry with this formula, charge and spin ... 40.1 kJ/mol

The following is a DFT calculation (the ωB97M-V functional and the def2-TZVPD basis) of a molecular structure, C22H40AsI4O5.

```
! RIJCOSX wB97M-V def2-TZVPD def2/J DEFGRID3
* xyz -1 1
C -1.45 -0.50 -5.30
C -0.30 -1.39 -4.87
O -0.10 -1.37 -3.47
C 0.77 -0.35 -3.03
As 0.80 -0.28 -0.98
C -1.07 0.56 -1.11
C -1.78 1.07 0.14
C -3.21 1.56 -0.15
C -4.27 0.64 0.44
O -4.33 0.87 1.85
C 0.98 0.04 1.00
C 0.39 -0.95 2.00
C 0.47 -0.44 3.45
C 1.81 0.18 3.88
C 1.84 1.69 3.85
O 1.00 2.14 4.95
C 0.24 3.24 4.72
C -1.21 3.03 5.09
O 0.68 4.26 4.26
C 1.63 1.74 -1.41
C 1.68 2.76 -0.38
O 2.30 2.91 0.60
I 0.14 4.43 -0.80
C 0.17 -2.22 -0.76
C -1.28 -2.50 -0.40
C -2.17 -2.84 -1.58
I -1.39 -4.23 0.98
C 2.92 -1.03 -1.06
I 4.37 0.10 0.07
C 3.54 -2.03 -1.69
C 5.00 -2.44 -1.61
I 2.56 -3.32 -3.08
H -1.16 0.55 -5.39
H -1.85 -0.82 -6.27
H -2.26 -0.57 -4.57
H -0.49 -2.43 -5.15
H 0.63 -1.09 -5.38
H 0.38 0.62 -3.34
H 1.77 -0.47 -3.45
H -0.97 1.41 -1.79
H -1.72 -0.14 -1.65
H -1.21 1.90 0.55
H -1.83 0.32 0.92
H -3.37 1.66 -1.22
H -3.36 2.55 0.29
H -5.24 0.83 -0.02
H -3.99 -0.41 0.25
H -5.20 0.60 2.16
H 2.04 0.07 1.20
H 0.63 1.05 1.23
H 0.90 -1.91 1.94
H -0.66 -1.15 1.82
H 0.26 -1.29 4.10
H -0.33 0.29 3.62
H 2.01 -0.11 4.91
H 2.64 -0.20 3.28
H 1.43 2.11 2.92
H 2.84 2.09 3.99
H -1.77 2.89 4.16
H -1.59 3.92 5.58
H -1.34 2.16 5.72
H 1.03 2.12 -2.23
H 2.65 1.60 -1.79
H 0.33 -2.73 -1.71
H 0.87 -2.70 -0.08
H -1.74 -1.72 0.21
H -1.66 -3.53 -2.26
H -2.41 -1.94 -2.14
H -3.11 -3.30 -1.26
H 5.29 -2.63 -0.58
H 5.64 -1.64 -2.00
H 5.19 -3.34 -2.19
*
```

Properties
HOMO-LUMO gap ... 7.180 eV
HOMO level ... -5.0 eV

The following is a DFT calculation (the ωB97M-V functional and the def2-TZVPD basis) of 2 unconnected molecules or ions with the total composition C22H40BIN3O5.

```
! RIJCOSX wB97M-V def2-TZVPD def2/J DEFGRID3
* xyz 1 1
C -0.81 -2.53 2.87
C -0.51 -1.56 2.01
C -0.41 -0.25 1.03
C -0.16 1.01 2.06
C 1.06 0.73 3.10
O 2.29 1.03 2.83
I 0.77 -0.15 5.11
C -1.81 -0.15 0.22
C -2.69 1.18 0.51
C -2.14 2.53 -0.18
N -3.32 3.21 -0.84
C -2.88 4.12 -1.95
C -2.79 3.20 -3.30
C -4.17 3.92 0.15
C -5.46 3.31 0.90
O -3.87 5.14 0.41
C -1.72 -0.34 -1.38
N -0.50 0.19 -2.06
C 0.72 0.39 -1.22
C 2.00 0.30 -2.23
C 3.36 0.92 -1.63
O 4.39 0.92 -2.42
N 3.54 1.51 -0.29
C 3.87 2.97 -0.45
C 4.76 0.90 0.40
C 0.87 -0.55 0.07
B 1.14 -2.13 -0.23
C 0.42 -3.00 -1.43
O 2.12 -2.86 0.59
H -1.03 -3.05 3.88
H 0.05 1.96 1.44
H -1.09 1.20 2.74
H -2.47 -1.04 0.60
H -3.73 0.97 0.02
H -2.94 1.34 1.64
H -1.79 3.25 0.66
H -1.25 2.40 -0.89
H -1.87 4.57 -1.64
H -3.67 4.95 -2.16
H -3.13 3.78 -4.24
H -3.48 2.28 -3.10
H -1.68 2.86 -3.36
H -5.91 4.14 1.58
H -6.32 3.02 0.17
H -5.25 2.39 1.56
H -1.87 -1.45 -1.70
H -2.63 0.23 -1.84
H -0.25 -0.48 -2.84
H -0.72 1.09 -2.54
H 0.73 1.50 -0.84
H 1.72 0.96 -3.16
H 2.16 -0.76 -2.66
H 3.48 3.60 0.43
H 3.45 3.39 -1.44
H 5.03 3.12 -0.47
H 4.93 1.44 1.42
H 4.64 -0.23 0.59
H 5.73 1.08 -0.20
H 1.83 -0.17 0.63
H 0.58 -2.49 -2.45
H 0.93 -4.05 -1.47
H -0.69 -3.20 -1.19
H 2.73 -3.36 -0.02
C 1.42 -6.63 2.87
C 2.10 -6.94 1.55
O 1.60 -6.08 0.53
H 0.34 -6.76 2.78
H 1.79 -7.28 3.66
H 1.59 -5.59 3.16
H 1.91 -7.97 1.25
H 3.18 -6.80 1.63
H 1.79 -5.17 0.80
*
```

Properties
HOMO-LUMO gap ... 8.861 eV
HOMO level ... -11.9 eV
ΔE to the lowest compared entry with this formula, charge and spin ... 724.7 kJ/mol

The following is a DFT calculation (the ωB97M-V functional and the def2-TZVPD basis) of a molecular structure, C22H40BInN2O23P.

```
! RIJCOSX wB97M-V def2-TZVPD def2/J DEFGRID3
* xyz -1 1
C -1.60 1.22 1.97
C -2.92 0.78 1.22
O -2.68 -0.53 0.65
C -3.31 1.80 0.08
In -4.73 3.38 0.85
C -5.93 2.43 2.51
N -6.62 1.22 1.91
B -6.23 4.14 -0.69
O -6.72 5.50 -0.78
O -6.82 3.26 -1.67
P -3.30 5.35 1.59
N -3.68 6.71 0.84
O -3.53 5.61 3.25
O -1.65 4.93 1.42
H -0.68 0.96 1.38
H -1.62 2.28 2.30
H -1.55 0.55 2.89
H -3.74 0.65 1.98
H -3.30 -0.65 -0.08
H -2.41 2.36 -0.29
H -3.81 1.30 -0.79
H -5.30 2.12 3.37
H -6.77 3.08 2.89
H -7.22 1.57 1.17
H -5.92 0.64 1.43
H -6.88 5.81 0.12
H -7.77 3.43 -1.66
H -4.42 6.49 0.18
H -2.87 6.23 3.59
H -1.47 4.98 0.47
C 1.91 -2.09 2.80
C 0.57 -2.57 2.32
O -0.33 -2.02 3.27
C 0.28 -0.93 3.81
O -0.26 -0.14 4.51
O 1.58 -0.86 3.44
H 2.61 -1.92 1.98
H 2.37 -2.76 3.53
H 0.32 -2.19 1.33
H 0.50 -3.66 2.31
C 3.35 -2.57 -1.65
C 2.01 -3.04 -2.12
O 1.12 -2.46 -1.16
C 1.75 -1.39 -0.62
O 1.22 -0.60 0.09
O 3.05 -1.33 -1.00
H 4.05 -2.42 -2.47
H 3.80 -3.25 -0.92
H 1.75 -2.65 -3.10
H 1.92 -4.11 -2.13
C 1.96 3.23 2.55
C 1.35 4.49 3.08
O 2.37 5.46 2.87
C 3.16 5.00 1.87
O 4.01 5.65 1.33
O 2.86 3.72 1.55
H 1.23 2.55 2.12
H 2.54 2.69 3.31
H 0.46 4.79 2.53
H 1.09 4.41 4.14
C -2.57 -3.94 -1.68
C -2.95 -5.08 -2.59
O -1.89 -5.09 -3.54
C -0.81 -4.51 -2.95
O 0.29 -4.51 -3.42
O -1.15 -3.93 -1.78
H -2.89 -4.10 -0.65
H -2.95 -2.98 -2.03
H -2.97 -6.04 -2.07
H -3.91 -4.92 -3.08
C 1.98 -7.96 -4.96
C 2.86 -7.01 -5.72
O 3.21 -6.05 -4.73
C 3.08 -6.64 -3.52
O 3.44 -6.17 -2.49
O 2.46 -7.85 -3.63
H 2.05 -8.98 -5.33
H 0.93 -7.65 -4.98
H 3.78 -7.49 -6.08
H 2.36 -6.53 -6.56
C 5.87 2.92 0.59
C 6.73 4.05 0.10
O 7.86 3.37 -0.45
C 7.46 2.11 -0.78
O 8.11 1.34 -1.41
O 6.22 1.85 -0.29
H 4.81 3.15 0.53
H 6.11 2.63 1.62
H 6.25 4.63 -0.69
H 7.03 4.72 0.90
*
```

Properties
HOMO-LUMO gap ... 5.869 eV
HOMO level ... -4.3 eV

In a.u., the electronic energy values for the records above are, in order, -3387.38738 -2571.33533 -6713.01547 -4664.92653 -1724.73973 -3258.85316.
In g mol⁻¹, the molecular weight values for the records above are, in order, 663.418 511.824 584.147 967.095 564.294 857.157.